Formula: C18H29N8O2PdSi
Source: the OMol25 dataset
Level of theory: ωB97M-V/def2-TZVPD

Atoms and positions in Å:
Pd1 -0.71861 -0.05954 0.51975
C1 -3.33432 -2.75877 1.36853
C2 -3.03523 -2.47878 -0.07635
C3 -3.65362 -3.16229 -1.11127
C4 -3.23601 -2.90089 -2.41629
C5 -2.21910 -2.01089 -2.64556
C6 -1.61434 -1.35104 -1.54945
N1 -2.08257 -1.58185 -0.29666
N2 -0.57870 -0.51480 -1.59978
Si1 0.37408 -0.13585 -2.97039
C7 1.73424 1.11359 -2.51428
C8 1.25265 -1.72708 -3.60694
C9 -0.65901 0.58388 -4.43343
H1 -4.37052 -3.05470 1.52460
H2 -3.10398 -1.87321 1.96043
H3 -2.68582 -3.57141 1.70733
H4 -4.43342 -3.88383 -0.91992
H5 -3.70486 -3.42105 -3.24282
H6 -1.86834 -1.80433 -3.64219
H7 2.13659 0.89493 -1.53067
H8 1.37006 2.13544 -2.50563
H9 2.55758 1.07526 -3.22215
H10 1.93728 -2.10238 -2.85125
H11 1.82354 -1.55467 -4.51552
H12 0.53173 -2.51404 -3.81095
H13 -1.68411 0.77456 -4.12822
H14 -0.69335 -0.11049 -5.26886
H15 -0.25249 1.51960 -4.80723
N3 0.93411 -2.58323 1.95257
N4 1.00260 -2.24972 3.32445
C10 0.10271 -1.30639 3.81474
N5 0.08854 -1.08805 5.18193
N6 -0.69291 -0.73254 2.95256
N7 -1.43791 0.32227 3.21736
O1 -2.04073 0.81125 2.19436
O2 -1.55165 0.83375 4.37124
H16 -0.04863 -2.70015 1.65811
H17 1.28470 -1.76491 1.43137
H18 1.08396 -3.08381 3.89956
H19 1.00680 -1.02593 5.59976
H20 -0.49070 -0.25122 5.34368
C11 -0.84312 2.86674 -0.11207
C12 0.59979 3.06387 0.23604
C13 1.18999 4.30022 0.09694
C14 2.52583 4.51979 0.41114
C15 3.29798 3.46842 0.88888
C16 2.75669 2.21906 1.05626
C17 3.56730 1.08239 1.59514
C18 1.37540 1.95992 0.73688
N8 0.95200 0.74161 0.94137
H21 -1.26746 3.78216 -0.52451
H22 -1.40750 2.58859 0.78988
H23 -0.95538 2.05787 -0.85685
H24 0.59908 5.13103 -0.27647
H25 2.96373 5.50371 0.31459
H26 4.33997 3.64147 1.13483
H27 4.62050 1.34863 1.65850
H28 3.44512 0.20391 0.96352
H29 3.20984 0.81388 2.58939

Force components x, y, z for each atom (eV/Å):
0.41 -0.74 -1.19
-0.01 0.09 -0.05
-0.19 -0.11 0.00
-0.10 -0.08 0.16
0.18 0.10 -0.01
-0.24 -0.19 -0.18
0.45 0.06 -0.51
-0.08 0.16 0.16
-0.23 0.09 0.27
0.85 0.27 -0.50
-0.56 -0.54 -0.18
-0.41 0.53 0.24
0.24 -0.33 0.45
-0.02 -0.03 0.01
-0.06 -0.03 0.02
-0.05 -0.02 0.09
-0.05 -0.04 0.13
-0.01 0.02 -0.06
0.03 0.03 -0.19
0.00 -0.04 0.24
-0.14 0.21 0.13
0.11 -0.10 -0.27
0.11 -0.01 0.19
0.08 0.13 -0.18
-0.16 -0.17 -0.05
-0.19 0.04 0.12
-0.01 -0.17 -0.17
0.17 0.15 0.03
0.07 0.12 -0.45
-1.56 0.58 0.19
0.69 -0.40 1.23
0.00 0.49 -1.15
0.21 -0.85 -0.75
-1.85 2.53 0.19
1.41 -1.04 3.18
0.04 -0.84 -1.94
0.55 0.23 0.24
-0.17 -0.23 0.18
0.18 0.44 0.03
0.01 -0.25 -0.01
0.24 -0.36 0.21
0.08 -0.29 -0.07
0.12 0.00 -0.05
0.23 0.00 0.00
0.24 0.59 -0.01
-0.26 0.06 -0.06
0.15 -0.09 0.02
-0.11 0.23 -0.11
0.08 0.73 -0.05
-0.28 -1.00 0.44
-0.05 0.07 -0.01
-0.09 0.01 -0.28
-0.16 0.31 0.25
-0.10 0.00 -0.01
-0.01 0.11 -0.09
0.09 -0.05 0.04
0.14 0.04 0.03
0.03 -0.20 -0.03
-0.02 -0.23 0.19

Computed properties:
HOMO energy in eV: -2.3
Spin multiplicity: 1
LUMO energy in eV: 1.65
Kohn-Sham gap in eV: 3.9
Total charge: -1
DFT total energy in Eh: -1709.125563

Atom charges from the Mulliken analysis, given in e for atoms 1 to 6: number 1, Pd, carries 0.16; number 2, C, carries -1.27; number 3, C, carries 0.46; number 4, C, carries -0.76; number 5, C, carries -0.56; number 6, C, carries -0.76

Formula: C18H29NO3
Source: the OMol25 dataset
Level of theory: ωB97M-V/def2-TZVPD

Atoms and positions in Å:
C1 -4.84094 -3.21642 -0.31650
C2 -4.82872 -1.74135 -0.69607
C3 -4.00619 -0.91169 0.29609
C4 -2.52415 -1.20314 0.16225
O1 -1.96080 -1.52024 -0.85100
O2 -1.90480 -1.00555 1.33399
C5 -0.48773 -1.11821 1.34181
C6 0.17246 0.10250 0.70031
O3 1.54347 0.05961 0.99893
C7 2.28390 1.07547 0.35191
C8 3.77840 0.90114 0.67157
N1 4.51832 0.34195 -0.44460
C9 4.72645 -1.09301 -0.36795
C10 3.44918 -1.86371 -0.68241
C11 5.70165 1.09250 -0.81229
C12 6.86047 1.04645 0.19209
C13 -4.16586 0.57323 0.05404
C14 -4.77726 1.38104 1.00297
C15 -4.93127 2.73782 0.77625
C16 -4.46909 3.30279 -0.39958
C17 -3.85225 2.50424 -1.34805
C18 -3.70166 1.14768 -1.12354
H1 -5.26413 -3.35661 0.67633
H2 -5.43685 -3.78401 -1.02704
H3 -3.82948 -3.61539 -0.32169
H4 -4.39848 -1.62650 -1.69147
H5 -5.84912 -1.35283 -0.71633
H6 -4.30716 -1.14073 1.32185
H7 -0.19624 -1.18604 2.39069
H8 -0.18288 -2.02405 0.80875
H9 -0.28625 1.02084 1.10360
H10 0.01076 0.08626 -0.38732
H11 2.13680 1.01969 -0.73488
H12 1.92532 2.05643 0.69926
H13 3.84739 0.26726 1.56550
H14 4.19020 1.88124 0.91881
H15 5.48915 -1.35783 -1.10467
H16 5.09442 -1.39911 0.62681
H17 3.08215 -1.58739 -1.66721
H18 2.68182 -1.64236 0.05240
H19 3.65094 -2.93241 -0.66996
H20 6.04838 0.70582 -1.77513
H21 5.39650 2.13157 -0.96641
H22 7.68123 1.66477 -0.16242
H23 7.22249 0.02851 0.31281
H24 6.54286 1.41733 1.16402
H25 -5.13717 0.94624 1.92443
H26 -5.41206 3.35481 1.52125
H27 -4.58694 4.36182 -0.57547
H28 -3.48557 2.93999 -2.26584
H29 -3.21168 0.52958 -1.86086

Force components x, y, z for each atom (eV/Å):
-0.02 0.18 -0.12
0.10 -0.13 0.22
-0.04 -0.02 -0.30
-0.20 -0.14 0.18
0.07 -0.08 -0.11
-0.17 0.13 0.17
0.69 0.02 -0.21
-0.35 0.07 -0.05
-0.04 -0.19 0.20
0.08 0.19 0.13
-0.50 0.01 -0.27
0.12 -0.04 -0.03
-0.20 -0.11 -0.09
0.28 0.00 0.11
0.26 0.06 0.09
-0.29 -0.01 -0.23
-0.06 0.07 0.14
0.00 -0.04 -0.04
-0.04 0.08 0.04
-0.01 0.09 0.00
0.01 0.04 -0.06
-0.02 -0.01 -0.01
-0.05 -0.06 0.10
-0.02 -0.13 -0.02
0.09 -0.12 0.01
-0.05 0.09 -0.03
0.05 0.07 -0.03
0.03 0.04 -0.07
-0.05 -0.01 -0.11
-0.03 0.08 0.12
0.03 -0.10 -0.04
0.00 0.02 0.14
0.04 0.02 0.10
-0.01 -0.07 -0.01
0.05 0.09 0.05
0.03 -0.04 0.03
0.04 0.00 0.07
0.08 0.01 -0.08
-0.07 0.03 -0.12
-0.10 -0.05 0.02
-0.03 -0.15 0.00
-0.02 0.10 0.00
0.06 -0.03 -0.08
0.14 0.06 0.02
0.08 -0.10 0.05
0.02 0.04 0.14
-0.02 -0.06 0.09
-0.03 0.05 0.06
-0.01 0.08 -0.01
0.03 0.03 -0.08
0.06 -0.08 -0.09

Computed properties:
HOMO energy in eV: -8.2
Spin multiplicity: 1
Energy above the lowest of the compared OMol25 structures with the same formula, charge and spin in kcal per mole: 46.9
LUMO energy in eV: 0.90
Kohn-Sham gap in eV: 9.1
DFT total energy in Eh: -983.741041
SMILES: CC[C@@H](C(=O)OCCOCCN(CC)CC)c1ccccc1

Atom charges from the Mulliken analysis, given in e for atoms 1 to 6: number 1, C, carries -1.31; number 2, C, carries -0.59; number 3, C, carries 0.40; number 4, C, carries 0.07; number 5, O, carries -0.58; number 6, O, carries -0.34

Formula: C18H30Br2O13
Source: the OMol25 dataset
Level of theory: ωB97M-V/def2-TZVPD

Atoms and positions in Å:
C1 7.12044 -25.14653 -5.05894
C2 6.95791 -24.06524 -6.21691
C3 7.33439 -22.67767 -5.78760
O1 8.44365 -22.42615 -6.59113
C4 8.64395 -23.36791 -7.50458
O2 9.52936 -23.28994 -8.35826
O3 7.88345 -24.34469 -7.34749
H1 7.99636 -25.06898 -4.41485
H2 7.03734 -26.14226 -5.49450
H3 6.30454 -24.96506 -4.35933
H4 5.88396 -24.09948 -6.40011
H5 7.56241 -22.60495 -4.72420
H6 6.52762 -21.98785 -6.03530
C5 -0.10988 -22.95533 -3.65556
C6 -1.08093 -22.31867 -2.63118
C7 -2.47748 -21.88528 -3.13929
O4 -3.37184 -22.60006 -2.36549
C8 -2.70060 -23.43328 -1.60365
O5 -3.21770 -24.36874 -0.96624
O6 -1.35502 -23.23802 -1.62947
H7 0.51475 -22.18490 -4.10764
H8 -0.62672 -23.47251 -4.46396
H9 0.48098 -23.71023 -3.13680
H10 -0.68897 -21.37135 -2.26096
H11 -2.61445 -22.13247 -4.19202
H12 -2.63291 -20.81101 -3.03985
C9 5.94843 -24.03231 5.76242
C10 4.93830 -23.16007 5.00188
C11 5.38345 -21.80036 4.52396
O7 5.27961 -21.74535 3.12833
C12 5.01365 -22.98759 2.71440
O8 5.00651 -23.30577 1.52135
O9 4.69215 -23.82493 3.76074
H13 6.28708 -23.62271 6.71407
H14 6.84397 -24.31612 5.20964
H15 5.52290 -25.01753 5.95314
H16 4.10794 -23.06236 5.70122
H17 6.42782 -21.52770 4.67583
H18 4.78660 -20.97550 4.91319
C13 10.56992 -11.62092 -4.97722
C14 9.12148 -11.90800 -5.25155
C15 8.76421 -12.09236 -6.66857
O10 7.73143 -13.05115 -6.59167
C16 7.84275 -13.68902 -5.41352
O11 7.09873 -14.50335 -4.91347
O12 8.83787 -13.15838 -4.66070
H19 10.84846 -11.58584 -3.92400
H20 11.05757 -10.72802 -5.36841
H21 11.13251 -12.52376 -5.21488
H22 8.50180 -11.18445 -4.72187
H23 9.57422 -12.44224 -7.30856
H24 8.41236 -11.13901 -7.06282
Br1 11.05128 -15.75810 -0.70662
C17 9.79034 -15.27778 0.69625
C18 8.87511 -16.51649 1.04301
Br2 9.95609 -17.96559 1.81831
H25 9.17481 -14.48107 0.27855
H26 10.29978 -14.89785 1.58182
H27 8.25270 -16.92803 0.24845
H28 8.20859 -16.23173 1.85713
O13 3.65887 -19.05442 -2.92743
H29 4.08902 -18.38870 -3.46411
H30 4.36223 -19.65488 -2.68049

Force components x, y, z for each atom (eV/Å):
-0.17 0.92 -0.95
0.37 -2.33 2.17
-0.59 0.02 -0.16
1.10 2.08 0.41
5.09 2.79 -2.79
-1.88 -0.05 1.71
-4.67 -3.48 1.52
0.43 0.12 -0.58
-0.01 0.02 0.19
-0.33 -0.18 -0.17
0.30 -0.25 -1.31
0.23 0.05 -0.10
0.12 0.29 0.07
-0.59 0.36 0.26
0.63 1.35 -1.84
1.09 0.73 -1.56
-0.89 -0.09 0.30
-1.12 -4.77 3.11
1.52 3.18 -1.78
-1.27 -0.25 0.66
0.14 -0.13 0.09
-0.24 0.01 0.05
0.22 0.27 0.00
0.73 -0.44 0.61
-0.10 -0.12 -0.07
-0.11 -0.07 0.20
0.43 -0.39 -0.08
1.48 -0.80 0.63
1.01 2.21 0.98
-0.50 -1.14 -0.61
-0.77 -1.27 -3.55
0.00 0.51 3.57
-0.29 0.63 -0.97
-0.26 0.23 0.00
0.08 0.61 -0.43
-0.48 0.16 0.21
-0.72 -0.20 -0.78
0.12 -0.39 0.80
-0.11 -0.15 0.20
1.47 -0.50 0.81
1.76 1.08 1.77
0.04 0.94 -0.92
-0.61 -0.80 -0.22
-1.57 -0.95 2.59
0.85 0.65 -1.85
-0.23 -0.50 -0.64
-0.84 0.28 0.42
-0.47 -0.08 -0.61
0.16 0.09 -0.84
-0.31 0.25 -0.34
0.09 -0.21 0.15
-0.33 -0.25 -0.29
-0.01 0.23 0.25
-1.23 -1.29 -0.24
0.82 0.97 0.66
-0.31 0.24 -0.26
-0.01 -0.10 0.02
0.16 -0.30 -0.20
0.53 0.18 -0.20
0.04 0.08 -0.05
-0.25 -0.06 0.02
0.09 0.23 -0.15
0.16 -0.17 0.13

Computed properties:
HOMO energy in eV: -10.1
Spin multiplicity: 1
Energy above the lowest of the compared OMol25 structures with the same formula, charge and spin in kcal per mole: 59.4
LUMO energy in eV: 0.10
Kohn-Sham gap in eV: 10.2
DFT total energy in Eh: -6829.995965
SMILES: C[C@H]1COC(=O)O1.C[C@H]1COC(=O)O1.C[C@H]1COC(=O)O1.C[C@H]1COC(=O)O1.BrCCBr.O

Atom charges from the Mulliken analysis, given in e for atoms 1 to 6: number 1, C, carries -1.34; number 2, C, carries 0.42; number 3, C, carries -0.35; number 4, O, carries -0.34; number 5, C, carries 0.69; number 6, O, carries -0.61